The following is a DFT calculation (wB97M-V/def2-TZVPD) of a cluster of 2 separate species, C3H11N3O in total in a non-equilibrium geometry.

The HOMO-LUMO gap comes out at 0.3565 Eh. The total energy comes out at -360.3844 a.u. The SMILES is [H]/N=C(\N)NCC.O.

Cartesian coordinates (Å):
C1 -2.996 1.115 -0.193
C2 -2.087 0.089 0.469
N1 -0.716 0.097 -0.093
C3 0.273 -0.773 0.390
N2 0.506 -0.857 1.747
N3 0.818 -1.669 -0.398
H1 -3.109 0.882 -1.253
H2 -4.006 1.112 0.227
H3 -2.728 2.176 -0.192
H4 -2.443 -0.908 0.215
H5 -2.057 0.232 1.551
H6 -0.823 0.186 -1.090
H7 1.367 -1.374 1.858
H8 0.501 0.031 2.237
H9 1.748 -1.668 0.016
H10 5.851 0.366 -2.311
H11 4.532 0.246 -1.629
O1 5.369 0.718 -1.550

Mulliken charges, unit e, in atom order: atom 1 (C): -1.233, atom 2 (C): -0.234, atom 3 (N): -0.258, atom 4 (C): 0.376, atom 5 (N): -0.445, atom 6 (N): -0.723, atom 7 (H): 0.340, atom 8 (H): 0.350, atom 9 (H): 0.336, atom 10 (H): 0.267, atom 11 (H): 0.296, atom 12 (H): 0.260, atom 13 (H): 0.236, atom 14 (H): 0.238, atom 15 (H): 0.196, atom 16 (H): 0.324, atom 17 (H): 0.314, atom 18 (O): -0.642


The following is a DFT calculation (wB97M-V/def2-TZVPD) of a cluster of 2 separate species, C3H11N3O in total in a non-equilibrium geometry.

The HOMO-LUMO gap comes out at 0.3626 Eh. The total energy comes out at -360.3766 a.u. The SMILES is [H]/N=C(\N)NCC.O.

Cartesian coordinates (Å):
C1 2.653 0.413 -1.160
C2 1.281 1.115 -1.212
N1 0.172 0.158 -0.965
C3 -0.605 0.380 0.224
N2 -2.001 0.293 0.100
N3 -0.006 0.719 1.302
H1 2.824 -0.073 -0.214
H2 3.447 1.163 -1.342
H3 2.535 -0.311 -1.991
H4 1.188 1.884 -0.458
H5 1.117 1.598 -2.170
H6 0.474 -0.817 -0.961
H7 -2.402 0.285 -0.827
H8 -2.027 -0.630 0.582
H9 -0.666 1.178 1.925
H10 -2.692 -3.185 2.745
H11 -2.697 -1.643 2.378
O1 -2.594 -2.526 2.042

Mulliken charges, unit e, in atom order: atom 1 (C): -1.068, atom 2 (C): -0.369, atom 3 (N): -0.370, atom 4 (C): 0.545, atom 5 (N): -0.612, atom 6 (N): -0.595, atom 7 (H): 0.309, atom 8 (H): 0.325, atom 9 (H): 0.294, atom 10 (H): 0.348, atom 11 (H): 0.304, atom 12 (H): 0.227, atom 13 (H): 0.263, atom 14 (H): 0.169, atom 15 (H): 0.245, atom 16 (H): 0.314, atom 17 (H): 0.317, atom 18 (O): -0.645


The following is a DFT calculation (wB97M-V/def2-TZVPD) of an isolated molecule of C3H11N3O in a non-equilibrium geometry.

The HOMO-LUMO gap comes out at 0.3102 Eh. The total energy comes out at -360.2882 a.u. The SMILES is CNN(N)[C@@H](C)O.

Cartesian coordinates (Å):
C1 0.234 -1.246 -1.391
C2 -2.018 0.419 0.705
N1 -0.827 -0.323 1.098
H1 -0.820 -0.464 2.108
H2 -2.898 -0.226 0.805
H3 -0.640 -1.817 -1.072
H4 -0.053 -0.404 -2.021
H5 0.869 -1.926 -1.966
H6 -1.978 0.744 -0.339
H7 -2.180 1.286 1.357
N2 0.734 1.589 0.601
C3 1.221 -0.653 -0.187
O1 2.305 -0.026 -0.843
N3 0.557 0.201 0.767
H8 2.765 0.465 -0.138
H9 -0.124 2.111 0.453
H10 1.243 1.809 -0.259
H11 1.611 -1.538 0.322

Mulliken charges, unit e, in atom order: atom 1 (C): -1.206, atom 2 (C): -0.919, atom 3 (N): -0.337, atom 4 (H): 0.254, atom 5 (H): 0.305, atom 6 (H): 0.324, atom 7 (H): 0.290, atom 8 (H): 0.389, atom 9 (H): 0.325, atom 10 (H): 0.356, atom 11 (N): -0.771, atom 12 (C): 0.348, atom 13 (O): -0.588, atom 14 (N): 0.221, atom 15 (H): 0.347, atom 16 (H): 0.229, atom 17 (H): 0.281, atom 18 (H): 0.153


The following is a DFT calculation (wB97M-V/def2-TZVPD) of a cluster of 2 separate species, C3H11N3O2 in total in a non-equilibrium geometry.

As for the total charge: -1. The HOMO-LUMO gap (alpha / beta) comes out at 0.1083 / 0.3583 Eh. Its spin multiplicity is 2. The total energy comes out at -435.6401 a.u.

Cartesian coordinates (Å):
C1 0.291 -0.041 -0.618
N1 0.147 0.095 0.826
C2 1.117 0.574 1.655
N2 2.361 0.815 1.069
O1 0.896 0.745 2.847
C3 -0.748 0.816 -1.315
N3 -2.095 0.277 -1.133
H1 0.098 -1.085 -0.884
H2 1.283 0.140 -0.976
H3 -0.720 -0.052 1.315
H4 2.966 1.169 1.796
H5 2.342 1.499 0.305
H6 -0.695 1.836 -0.924
H7 -0.500 0.956 -2.367
H8 -2.734 0.986 -0.798
H9 -2.434 -0.135 -1.990
H10 0.062 -2.574 0.817
H11 -1.026 -2.800 -0.196
O2 -0.612 -3.222 0.572

Mulliken charges, unit e, in atom order: atom 1 (C): -1.283, atom 2 (N): 1.210, atom 3 (C): -1.227, atom 4 (N): -0.408, atom 5 (O): -0.365, atom 6 (C): -2.707, atom 7 (N): -0.614, atom 8 (H): 0.168, atom 9 (H): 0.963, atom 10 (H): 0.164, atom 11 (H): 0.402, atom 12 (H): 0.390, atom 13 (H): 0.705, atom 14 (H): 0.837, atom 15 (H): 0.298, atom 16 (H): 0.519, atom 17 (H): 0.281, atom 18 (H): 0.448, atom 19 (O): -0.782


The following is a DFT calculation (wB97M-V/def2-TZVPD) of a cluster of 2 separate species, C3H11N3O2 in total in a non-equilibrium geometry.

The HOMO-LUMO gap comes out at 0.3505 Eh. The total energy comes out at -435.6142 a.u. The SMILES is NCNC(=O)CN.O.

Cartesian coordinates (Å):
O1 -1.556 -0.361 0.294
C1 -0.718 0.536 0.223
N1 0.298 0.475 1.196
C2 0.438 -0.611 2.159
N2 0.178 -1.847 1.496
C3 -0.601 1.504 -1.030
N3 -1.137 0.776 -2.193
H1 1.145 0.850 0.954
H2 1.379 -0.511 2.860
H3 -0.305 -0.403 2.993
H4 0.875 -1.960 0.752
H5 -0.774 -1.918 1.165
H6 0.526 1.683 -1.231
H7 -1.011 2.610 -0.819
H8 -2.109 0.640 -2.193
H9 -0.644 -0.138 -2.329
H10 1.701 -0.750 -1.307
H11 2.213 0.040 -2.442
O2 2.421 -0.207 -1.545

Mulliken charges, unit e, in atom order: atom 1 (O): -0.639, atom 2 (C): 0.578, atom 3 (N): -0.188, atom 4 (C): -0.536, atom 5 (N): -0.630, atom 6 (C): -0.473, atom 7 (N): -0.546, atom 8 (H): 0.297, atom 9 (H): 0.302, atom 10 (H): 0.268, atom 11 (H): 0.238, atom 12 (H): 0.372, atom 13 (H): 0.228, atom 14 (H): 0.293, atom 15 (H): 0.251, atom 16 (H): 0.223, atom 17 (H): 0.254, atom 18 (H): 0.333, atom 19 (O): -0.622


The following is a DFT calculation (wB97M-V/def2-TZVPD) of a cluster of 3 separate species, C3H11N3O2 in total in a non-equilibrium geometry.

The HOMO-LUMO gap comes out at 0.0986 Eh. The total energy comes out at -435.3867 a.u.

Cartesian coordinates (Å):
O1 -0.339 1.183 0.499
C1 -0.583 2.085 1.314
N1 0.304 3.153 1.414
C2 -1.695 2.076 2.165
N2 -0.265 -2.695 -0.557
C3 -0.206 -1.235 -0.716
N3 0.134 -0.815 -2.061
H1 -0.072 4.032 1.706
H2 0.956 3.161 0.660
H3 -1.841 2.864 2.890
H4 -2.432 1.291 2.112
H5 -0.443 -2.978 0.400
H6 -1.143 -0.765 -0.434
H7 0.592 -0.839 -0.067
H8 1.060 -1.224 -2.274
H9 -0.525 -1.180 -2.731
H10 2.932 -3.345 -1.713
H11 0.658 -3.109 -0.847
O2 2.101 -2.872 -1.559

Mulliken charges, unit e, in atom order: atom 1 (O): -0.469, atom 2 (C): 0.666, atom 3 (N): -0.487, atom 4 (C): -0.646, atom 5 (N): -0.447, atom 6 (C): -0.240, atom 7 (N): -0.597, atom 8 (H): 0.217, atom 9 (H): 0.261, atom 10 (H): 0.250, atom 11 (H): 0.290, atom 12 (H): 0.285, atom 13 (H): 0.400, atom 14 (H): 0.263, atom 15 (H): 0.279, atom 16 (H): 0.254, atom 17 (H): 0.218, atom 18 (H): 0.316, atom 19 (O): -0.813


The following is a DFT calculation (wB97M-V/def2-TZVPD) of a structure of composition C3H11N4O in a non-equilibrium geometry.

As for the total charge: +1. The HOMO-LUMO gap (alpha / beta) comes out at 0.3116 / 0.3116 Eh. The total energy comes out at -414.6998 a.u.

Cartesian coordinates (Å):
C1 1.604 -0.906 0.775
C2 0.974 0.057 -1.284
C3 -0.702 -0.239 0.486
N1 -1.208 -0.973 -0.500
N2 -3.046 0.662 0.398
N3 -1.887 1.184 0.186
N4 0.744 0.083 0.168
O1 -2.329 -1.536 -0.384
H1 2.641 -0.482 0.503
H2 1.499 -0.880 1.912
H3 1.379 -1.836 0.208
H4 0.800 -0.943 -1.628
H5 0.434 0.833 -1.922
H6 2.026 0.429 -1.494
H7 -0.957 -0.235 1.507
H8 -3.812 0.453 -0.241
H9 -3.069 0.391 1.368
H10 -1.776 1.603 -0.775
H11 1.132 1.074 0.507

Mulliken charges, unit e, in atom order: atom 1 (C): -0.772, atom 2 (C): -0.870, atom 3 (C): -0.112, atom 4 (N): -0.002, atom 5 (N): -0.209, atom 6 (N): -0.259, atom 7 (N): -0.117, atom 8 (O): -0.499, atom 9 (H): 0.367, atom 10 (H): 0.360, atom 11 (H): 0.339, atom 12 (H): 0.436, atom 13 (H): 0.267, atom 14 (H): 0.374, atom 15 (H): 0.436, atom 16 (H): 0.261, atom 17 (H): 0.274, atom 18 (H): 0.303, atom 19 (H): 0.422


The following is a DFT calculation (wB97M-V/def2-TZVPD) of an isolated molecule of C3H11N5 in a non-equilibrium geometry.

The HOMO-LUMO gap (alpha / beta) comes out at 0.2490 / 0.2490 Eh. The total energy comes out at -394.5586 a.u. The SMILES is CN(CN)/C(N)=N\N.

Cartesian coordinates (Å):
C1 0.853 -1.406 0.183
C2 1.259 1.271 0.901
N1 0.311 0.221 0.594
C3 -0.743 0.523 -0.220
N2 -2.421 -1.047 0.175
N3 -1.073 1.849 -0.494
N4 1.541 -1.482 -1.033
N5 -1.520 -0.407 -0.689
H1 -2.370 -0.680 1.125
H2 -3.343 -1.050 -0.251
H3 -1.861 1.949 -1.118
H4 -0.289 2.427 -0.759
H5 1.160 -2.146 -1.691
H6 2.467 -1.078 -1.036
H7 -0.007 -2.062 0.228
H8 1.481 -1.535 1.066
H9 0.767 2.076 1.456
H10 2.045 0.877 1.550
H11 1.744 1.700 0.013

Mulliken charges, unit e, in atom order: atom 1 (C): -0.456, atom 2 (C): -1.058, atom 3 (N): -0.075, atom 4 (C): 0.252, atom 5 (N): -0.391, atom 6 (N): -0.436, atom 7 (N): -0.383, atom 8 (N): -0.542, atom 9 (H): 0.171, atom 10 (H): 0.240, atom 11 (H): 0.315, atom 12 (H): 0.219, atom 13 (H): 0.214, atom 14 (H): 0.193, atom 15 (H): 0.403, atom 16 (H): 0.292, atom 17 (H): 0.400, atom 18 (H): 0.288, atom 19 (H): 0.352


The following is a DFT calculation (wB97M-V/def2-TZVPD) of an isolated molecule of C3H11N5 in a non-equilibrium geometry.

The HOMO-LUMO gap comes out at 0.3529 Eh. The total energy comes out at -394.5623 a.u. The SMILES is C/N=C(/NN)N(C)N.

Cartesian coordinates (Å):
C1 -1.748 -1.453 -0.203
C2 0.058 -0.006 -0.263
C3 -0.148 -0.370 2.123
H1 -1.604 -2.296 0.455
H2 -2.383 -1.955 -0.984
H3 -2.234 -0.506 0.161
H4 1.198 1.516 -0.864
H5 0.464 -0.437 -2.622
H6 2.032 -0.771 -2.375
H7 0.928 -0.615 2.549
H8 -0.739 -1.292 1.863
H9 -0.628 0.051 2.968
H10 -0.637 2.480 1.440
H11 1.026 1.902 1.552
N1 -0.555 -0.994 -0.853
N2 1.312 0.414 -0.854
N3 1.320 0.020 -2.294
N4 -0.280 0.534 0.986
N5 0.146 1.868 1.004

Mulliken charges, unit e, in atom order: atom 1 (C): -0.977, atom 2 (C): 0.561, atom 3 (C): -0.735, atom 4 (H): 0.277, atom 5 (H): 0.257, atom 6 (H): 0.398, atom 7 (H): 0.375, atom 8 (H): 0.339, atom 9 (H): 0.257, atom 10 (H): 0.261, atom 11 (H): 0.157, atom 12 (H): 0.357, atom 13 (H): 0.256, atom 14 (H): 0.231, atom 15 (N): -0.503, atom 16 (N): -0.268, atom 17 (N): -0.658, atom 18 (N): 0.228, atom 19 (N): -0.811


The following is a DFT calculation (wB97M-V/def2-TZVPD) of a cluster of 2 separate species, C3H11NO in total in a non-equilibrium geometry.

As for the total charge: -1. The HOMO-LUMO gap (alpha / beta) comes out at 0.1022 / 0.3473 Eh. Its spin multiplicity is 2. The total energy comes out at -250.8037 a.u.

Cartesian coordinates (Å):
C1 1.948 0.446 -0.967
C2 0.572 -0.281 -1.168
N1 -0.266 0.111 0.036
C3 -1.636 -0.394 -0.129
H1 1.922 1.522 -1.180
H2 2.634 -0.062 -1.648
H3 2.357 0.280 0.040
H4 0.866 -1.322 -1.185
H5 -0.046 0.166 -1.959
H6 -0.206 1.120 -0.034
H7 -1.911 -0.947 -1.024
H8 -1.813 -1.153 0.661
H9 -2.335 0.394 0.154
H10 -1.274 -0.418 3.106
H11 -0.058 0.153 2.338
O1 -0.754 0.386 2.957

Mulliken charges, unit e, in atom order: atom 1 (C): -2.068, atom 2 (C): -2.372, atom 3 (N): 1.292, atom 4 (C): -3.193, atom 5 (H): 0.286, atom 6 (H): 0.713, atom 7 (H): 0.290, atom 8 (H): 0.984, atom 9 (H): 1.185, atom 10 (H): 0.371, atom 11 (H): 0.688, atom 12 (H): 0.612, atom 13 (H): 0.458, atom 14 (H): 0.493, atom 15 (H): 0.236, atom 16 (O): -0.976


Energy above the lowest of the compared OMol25 structures with the same formula, charge and spin (computed, kJ/mol): 139.1, 159.6, 391.7, 2.4, 199.8, 797.1, 815.0, 333.7, 323.9, 85.0